[1]
Density functional theory data (ωB97M-V with the def2-TZVPD basis set) for a cluster of 9 separate species, C21H53B2N10O19 in total.

CARTESIAN COORDINATES (ANGSTROEM)
C 2.103 -1.745 0.949
C 1.124 -1.368 0.137
C 1.286 -0.569 -1.105
B 1.311 1.081 -0.776
B 2.992 1.461 -0.556
O 3.547 1.717 0.739
N 3.994 1.374 -1.639
C 5.372 1.161 -1.241
C 3.848 2.396 -2.658
O 0.601 1.827 -1.870
C -0.031 2.881 -1.193
C -0.825 3.776 -2.155
C -2.329 3.606 -2.374
C -3.226 3.890 -1.155
C -0.589 2.224 0.094
N -1.810 1.434 0.068
C -2.128 0.520 -1.005
C -2.896 -0.723 -0.519
C -4.358 -0.741 -0.962
O 0.497 1.423 0.459
H 1.905 -2.264 1.881
H 3.143 -1.517 0.722
H 0.108 -1.637 0.424
H 2.198 -0.893 -1.621
H 0.460 -0.769 -1.796
H 3.766 2.652 0.825
H 6.009 0.899 -2.093
H 5.828 2.046 -0.762
H 5.425 0.337 -0.527
H 2.795 2.677 -2.744
H 4.178 2.043 -3.645
H 4.432 3.302 -2.416
H 0.760 3.538 -0.763
H -0.645 4.824 -1.881
H -0.331 3.626 -3.122
H -2.599 4.314 -3.167
H -2.539 2.620 -2.794
H -2.637 4.190 -0.286
H -3.809 3.012 -0.873
H -3.920 4.710 -1.368
H -0.770 3.013 0.840
H -2.607 1.907 0.465
H -2.733 0.996 -1.797
H -1.182 0.237 -1.457
H -2.404 -1.608 -0.939
H -2.817 -0.772 0.570
H -4.925 -1.545 -0.490
H -4.854 0.216 -0.772
H -4.404 -0.915 -2.044
C 7.921 1.960 1.614
N 8.983 1.391 0.738
O 8.639 0.869 -0.299
O 10.136 1.480 1.124
H 6.965 1.796 1.130
H 7.980 1.450 2.570
H 8.144 3.015 1.739
C -7.565 -4.004 1.275
N -6.588 -2.900 1.490
O -6.903 -1.781 1.158
O -5.518 -3.211 1.981
H -8.457 -3.581 0.830
H -7.086 -4.726 0.620
H -7.759 -4.454 2.244
C -5.357 -1.949 -4.969
N -6.524 -2.725 -4.462
O -7.216 -2.223 -3.602
O -6.708 -3.820 -4.956
H -5.316 -1.006 -4.438
H -4.468 -2.546 -4.790
H -5.514 -1.811 -6.034
C 3.900 0.745 3.683
N 4.938 -0.007 4.435
O 4.605 -0.974 5.082
O 6.084 0.407 4.357
H 2.940 0.270 3.841
H 3.917 1.765 4.057
H 4.164 0.738 2.627
C 11.563 -1.557 0.533
N 10.680 -2.752 0.624
O 9.707 -2.688 1.342
O 11.006 -3.724 -0.032
H 11.153 -0.773 1.157
H 12.549 -1.873 0.861
H 11.591 -1.255 -0.510
C 0.281 -5.641 -1.622
N -0.611 -4.506 -1.993
O -1.740 -4.765 -2.371
O -0.135 -3.402 -1.879
H -0.265 -6.566 -1.762
H 1.157 -5.579 -2.261
H 0.573 -5.484 -0.588
C -4.830 -3.754 5.190
N -5.988 -4.498 5.755
O -6.593 -4.001 6.683
O -6.264 -5.563 5.237
H -4.720 -2.831 5.745
H -3.956 -4.392 5.284
H -5.051 -3.581 4.141
C -7.047 5.798 0.794
N -5.568 5.642 0.885
O -5.137 4.590 1.300
O -4.900 6.593 0.529
H -7.505 4.880 1.139
H -7.318 6.648 1.413
H -7.282 6.005 -0.246

Force components x, y, z for each atom (eV/Å):
0.311 -0.161 0.231
-0.224 -0.008 -0.170
-0.040 -0.028 -0.044
-0.095 -0.159 0.106
0.199 0.100 -0.262
-0.010 -0.223 0.209
0.008 0.495 0.730
0.043 0.033 -0.041
-0.204 -0.267 -0.400
-0.053 -0.045 -0.028
0.208 0.173 0.079
-0.028 -0.016 -0.057
-0.080 0.024 -0.144
0.077 0.054 -0.145
0.066 -0.306 -0.059
-0.214 0.224 0.167
0.002 0.094 0.098
0.075 -0.068 -0.159
0.147 -0.044 -0.272
-0.077 0.072 -0.187
0.016 -0.019 -0.029
-0.021 -0.011 0.010
-0.008 0.189 0.047
0.018 0.175 0.020
0.036 -0.020 0.032
0.095 -0.101 -0.080
-0.134 0.027 -0.045
0.010 0.011 -0.085
0.045 0.061 -0.017
0.044 -0.067 0.016
0.079 0.041 0.073
-0.036 -0.048 -0.007
-0.037 0.026 -0.137
-0.062 -0.077 0.063
0.011 0.093 0.048
0.020 -0.061 0.010
0.058 0.064 0.108
-0.062 -0.022 -0.041
-0.024 0.114 -0.010
0.003 -0.065 0.048
0.041 -0.120 0.084
0.088 0.025 -0.109
0.092 -0.102 0.014
-0.058 -0.003 -0.054
-0.041 -0.052 0.211
0.027 -0.038 -0.078
-0.012 0.104 0.060
-0.035 -0.103 0.125
-0.055 0.086 0.053
-0.041 -0.025 -0.027
-0.129 -0.071 -0.023
0.138 -0.008 0.016
-0.016 0.030 0.026
0.001 0.001 0.020
-0.005 -0.031 0.039
0.014 -0.005 0.008
-0.031 0.034 -0.033
0.114 -0.006 -0.066
-0.093 -0.029 0.092
-0.077 0.023 0.025
0.003 -0.004 0.000
0.006 -0.006 0.007
0.018 -0.015 -0.002
0.006 0.074 0.070
-0.013 -0.044 0.015
0.021 -0.013 -0.032
0.004 0.039 0.017
-0.021 -0.012 0.016
-0.014 -0.028 -0.015
0.041 -0.023 -0.010
-0.099 -0.087 -0.102
0.148 0.124 -0.015
-0.030 -0.050 0.028
-0.060 -0.006 -0.025
0.009 -0.020 0.008
0.017 0.005 -0.011
-0.039 0.030 0.015
-0.045 0.070 0.051
-0.002 -0.059 -0.014
0.033 0.002 -0.021
-0.016 0.046 0.029
-0.009 -0.004 -0.018
0.012 0.000 -0.035
0.004 -0.022 -0.008
-0.052 -0.032 0.003
0.136 0.006 0.116
0.007 0.001 -0.024
-0.195 0.005 -0.152
-0.001 0.004 0.001
0.009 0.010 0.011
0.020 0.016 -0.006
-0.020 0.040 0.035
-0.046 -0.041 0.011
0.033 -0.016 -0.028
0.006 0.047 0.011
0.002 0.000 -0.007
-0.019 -0.028 -0.012
0.070 0.019 -0.023
0.003 -0.056 -0.006
-0.001 0.000 -0.045
0.006 0.056 0.065
-0.020 -0.021 0.053
0.002 0.001 -0.002
0.001 0.012 -0.014
0.004 0.015 0.000

As for the spin multiplicity: 1. The calculation puts the HOMO energy at -3.78 eV. As for the largest force on an atom: 0.9 eV/Å. The molar mass comes out at 771.3 g/mol. As for the net charge: -1. For the frontier orbital gap, the calculation gives 0.1974 Ha. The LUMO energy comes out at 0.0587 Eh.

Atomic partial charges in e from the Mulliken method, atoms 1 to 2:
1. C -1.26
2. C 0.52

***

[2]
Density functional theory data (ωB97M-V with the def2-TZVPD basis set) for a structure of composition C21H53BrLiNO12.

CARTESIAN COORDINATES (ANGSTROEM)
Li -2.093 -0.927 -0.887
Br -1.052 -1.706 1.096
C -4.021 -3.386 2.436
N -4.883 -2.916 3.544
O -5.774 -2.096 3.279
O -4.620 -3.416 4.611
H -4.523 -4.275 2.052
H -2.998 -3.493 2.796
H -4.077 -2.601 1.682
C -1.252 2.667 -0.697
O -1.494 1.608 -1.581
C -0.349 1.315 -2.385
C -0.892 0.535 -3.571
O -1.224 -0.814 -3.070
C -1.582 -1.786 -4.025
H -0.306 2.685 -0.155
H -2.007 2.662 0.089
H -1.308 3.657 -1.149
H 0.435 0.755 -1.876
H 0.254 2.138 -2.771
H -0.081 0.633 -4.292
H -1.801 0.942 -4.014
H -2.192 -1.358 -4.821
H -1.942 -2.731 -3.618
H -0.768 -2.010 -4.715
C -3.122 -3.923 -1.127
O -3.214 -2.555 -1.380
C -4.555 -2.078 -1.383
C -4.656 -0.584 -1.544
O -3.708 0.061 -0.638
C -4.373 0.450 0.483
H -3.493 -4.486 -1.983
H -3.573 -4.156 -0.162
H -2.088 -4.234 -0.979
H -5.136 -2.451 -0.540
H -5.001 -2.484 -2.291
H -5.659 -0.158 -1.506
H -4.192 -0.381 -2.509
H -5.175 1.177 0.355
H -3.642 0.902 1.153
H -4.776 -0.440 0.967
C 2.636 1.864 -0.039
O 2.602 3.026 -0.890
C 2.238 4.354 -0.437
C 3.283 5.315 0.098
O 3.944 4.581 1.123
C 5.308 4.881 1.239
H 3.277 2.043 0.824
H 3.083 0.970 -0.474
H 1.644 1.489 0.210
H 1.322 4.170 0.125
H 1.815 4.893 -1.285
H 2.919 6.158 0.686
H 3.918 5.639 -0.727
H 5.533 5.945 1.319
H 5.868 4.494 0.388
H 5.715 4.279 2.051
C 4.012 -2.717 -1.458
O 3.112 -3.816 -1.563
C 1.824 -3.723 -0.954
C 1.014 -5.000 -1.267
O 1.074 -5.517 -2.617
C 0.613 -4.489 -3.615
H 3.429 -1.960 -1.981
H 4.961 -2.860 -1.974
H 4.174 -2.406 -0.426
H 1.288 -2.854 -1.336
H 1.962 -3.478 0.099
H -0.030 -4.935 -0.961
H 1.428 -5.809 -0.665
H 0.728 -4.856 -4.635
H 1.246 -3.609 -3.733
H -0.345 -4.057 -3.327
C 3.546 1.338 5.349
O 2.386 1.898 4.778
C 2.688 2.990 3.872
C 1.534 3.673 3.146
O 0.730 2.814 2.291
C 0.012 1.695 2.840
H 3.844 1.849 6.265
H 4.350 1.160 4.635
H 3.327 0.341 5.731
H 3.381 2.757 3.064
H 3.154 3.804 4.427
H 2.051 4.362 2.479
H 0.931 4.335 3.768
H -0.877 2.001 3.391
H 0.562 0.946 3.409
H -0.305 1.277 1.884

Force components x, y, z for each atom (eV/Å):
0.522 -0.018 -0.100
0.090 0.014 -0.042
-0.398 0.886 -0.716
-0.162 0.431 -0.524
0.978 -1.065 0.715
-0.734 0.439 0.538
0.404 -0.190 0.147
-0.301 -0.286 -0.121
0.267 -0.174 -0.009
-0.371 0.935 1.221
1.486 0.219 -0.094
-1.051 -0.516 -0.705
0.346 -0.974 0.906
0.361 0.661 0.211
0.719 0.707 -1.848
0.325 -0.712 -0.186
-0.193 -0.211 -0.103
-0.137 0.036 -0.603
-0.324 -0.564 0.447
-0.681 0.917 0.070
0.003 -1.106 -0.508
0.002 0.310 0.171
-1.325 0.075 0.467
-0.230 0.609 0.308
0.986 -0.405 0.517
0.598 -0.699 0.381
-0.068 1.700 0.163
-0.880 -0.842 -0.618
2.753 0.158 -0.424
-1.104 -0.303 -2.375
-0.022 0.249 2.688
-0.480 -0.224 0.183
-0.548 -0.254 -0.236
0.187 0.556 -0.226
0.223 -0.110 0.331
-0.532 -0.236 -0.064
0.064 -0.197 0.230
-0.370 0.250 -0.325
-0.100 0.065 -0.536
-0.026 -0.102 0.148
-0.287 0.071 0.470
0.062 0.572 0.619
1.037 0.207 -0.947
-1.944 -0.834 -0.499
0.019 -1.670 1.371
0.953 -0.133 -0.039
0.568 -0.860 -0.229
-0.496 0.170 0.343
0.357 0.541 -1.158
-0.179 0.569 0.486
0.349 0.526 1.128
0.123 -0.359 -0.689
-0.812 0.502 -0.927
0.394 -0.071 0.153
-0.114 0.128 0.353
-0.039 0.140 -0.539
-0.170 0.462 0.451
-2.135 0.373 -0.175
0.669 -1.586 -0.062
0.502 0.721 -0.918
0.896 -0.800 0.001
-0.550 2.678 -1.114
1.159 -0.573 1.092
0.605 1.010 0.042
-0.266 -0.580 0.050
0.106 -0.046 0.165
-0.110 0.329 -0.344
-0.398 -0.609 0.375
-0.082 0.590 0.060
0.109 -0.110 -0.079
-0.817 -0.865 0.285
0.675 0.092 0.962
-0.295 -0.667 -0.238
-0.284 -0.791 0.499
0.104 0.808 -1.236
-0.311 0.229 0.381
-0.683 -1.049 -0.264
1.047 0.855 1.206
-0.213 0.435 -1.228
0.444 0.636 -0.268
0.194 0.546 -0.074
-0.530 -0.152 -0.225
0.274 -0.855 0.187
0.275 0.115 0.310
-0.045 -0.146 -0.212
-0.428 -0.432 0.447
0.011 0.196 0.216
0.359 0.381 -0.082
-0.380 -0.722 0.414

As for the spin multiplicity: 1. The calculation puts the HOMO energy at -8.26 eV. As for the largest force on an atom: 3.0 eV/Å. The molar mass comes out at 598.5 g/mol. For the frontier orbital gap, the calculation gives 0.3071 Ha. The LUMO energy comes out at 0.0035 Eh.

Atomic partial charges in e from the Mulliken method, atoms 1 to 2:
1. Li 0.26
2. Br -0.85

***

Total energy values (in eV) by entry order: -77773.448, -118935.446.